(1)
20
Properties=species:S:1:pos:R:3:forces:R:3:mulliken_charge:R:1 method="wB97M-V/def2-TZVPD" total_charge=0 multiplicity=1 homo_lumo_gap_ev=8.815 e_homo_ev=-7.83
C -1.413 -0.321 -0.200 0.4 -0.3 1.3 0.2000
C -2.857 0.013 0.128 0.2 0.0 -0.1 -1.2883
N -0.539 -0.251 1.228 -0.5 0.2 -0.8 -0.6167
N -0.785 0.451 -1.158 1.3 0.4 0.0 -0.7217
H -1.288 -1.386 -0.420 -0.1 0.0 0.0 0.3139
H 0.413 0.357 -0.933 -1.4 0.0 -0.5 0.5245
H -0.728 -1.033 1.848 0.0 0.0 -0.1 0.2848
H -0.760 0.612 1.720 -0.1 0.0 0.0 0.2944
H -1.057 1.428 -1.081 -0.1 0.0 0.0 0.2475
H -3.249 -0.623 0.924 0.0 0.0 0.0 0.3514
H -3.468 -0.130 -0.762 0.0 0.0 0.0 0.3505
H -2.947 1.058 0.437 0.0 0.0 0.0 0.3325
N 1.607 0.044 -0.185 -0.2 0.0 0.5 -0.3889
N 2.234 -1.163 -0.612 0.0 0.2 0.2 -0.6765
N 2.458 1.174 -0.014 0.0 -0.2 0.1 -0.6708
H 0.629 -0.131 0.777 0.7 -0.2 -0.7 0.5394
H 2.967 -1.443 0.040 0.0 0.1 -0.1 0.2307
H 3.182 0.981 0.680 -0.1 0.0 -0.1 0.2237
H 2.671 -1.036 -1.526 -0.1 0.0 0.1 0.2340
H 2.929 1.400 -0.890 -0.1 -0.1 0.1 0.2355

(2)
19
Properties=species:S:1:pos:R:3:forces:R:3:mulliken_charge:R:1 method="wB97M-V/def2-TZVPD" total_charge=0 multiplicity=1 homo_lumo_gap_ev=10.270 e_homo_ev=-9.48
C -2.394 1.047 0.801 -0.5 -0.7 1.4 -1.2194
C -1.062 0.539 0.138 -1.8 0.8 -0.2 -0.0174
N -1.257 -0.223 -1.140 0.0 -0.2 -1.7 -0.6316
H -2.890 1.781 0.196 -0.2 0.3 -0.7 0.3283
H -2.464 1.554 1.859 1.2 -1.1 -1.8 0.3133
H -3.096 0.182 0.917 0.5 0.6 -0.3 0.3049
H -0.457 0.052 0.874 0.2 -1.1 0.2 0.1919
H -0.458 1.326 -0.191 0.7 1.8 0.2 0.2737
H -0.461 0.060 -1.810 -2.0 -0.4 1.3 0.2996
H -2.188 -0.108 -1.671 2.1 0.1 1.5 0.2154
H 2.712 2.497 -0.071 -1.1 -1.2 -0.4 0.3016
H 2.063 0.995 -0.132 0.1 2.7 -0.5 0.3328
O 1.925 1.981 -0.396 1.1 -1.6 0.9 -0.6517
H 0.385 -2.599 0.520 -1.4 -0.6 1.5 0.3005
H -0.045 -1.977 -0.919 0.2 -0.2 1.4 0.3189
O 0.669 -2.277 -0.299 1.0 0.9 -2.7 -0.7495
H 3.735 -2.023 0.327 -2.3 2.3 1.0 0.3325
H 2.206 -1.512 0.321 -0.1 -0.4 -0.4 0.4370
O 3.077 -1.292 0.677 2.4 -1.7 -0.7 -0.6807

(3)
20
Properties=species:S:1:pos:R:3:forces:R:3:mulliken_charge:R:1 method="wB97M-V/def2-TZVPD" total_charge=0 multiplicity=1 homo_lumo_gap_ev=9.718 e_homo_ev=-9.22
C -0.303 0.148 -0.383 -0.3 0.5 -1.3 -0.7049
C -1.232 -0.682 -1.297 0.7 0.9 -0.2 -0.4294
S -2.648 0.252 -2.014 0.2 0.6 0.9 -0.2376
N 0.850 -0.580 0.129 -0.6 -1.1 0.9 -0.5833
H -0.991 0.582 0.348 0.6 -0.2 0.8 0.3271
H 0.085 1.026 -0.912 -0.1 -0.2 -0.2 0.3531
H -1.501 -1.551 -0.699 -0.5 -0.1 -0.4 0.3363
H -0.674 -0.936 -2.189 0.2 -0.6 0.0 0.2791
H -2.343 1.492 -1.480 -0.2 -1.0 -0.3 0.1213
H 0.519 -1.394 0.655 -0.1 0.5 0.6 0.2832
H 1.362 -1.101 -0.576 0.1 0.8 -0.7 0.2608
H 3.721 4.007 2.796 0.0 -0.2 0.0 0.3161
H 3.852 5.484 3.118 0.1 -0.1 -0.3 0.3225
O 3.959 4.846 2.399 0.0 0.4 0.2 -0.6387
H -2.000 -4.280 -3.231 -0.1 -0.2 0.0 0.3127
H -1.094 -3.239 -2.640 0.7 0.3 1.0 0.3175
O -1.606 -3.425 -3.407 -0.5 -0.1 -0.9 -0.6166
H 0.696 -0.023 3.486 0.1 0.1 -0.1 0.3237
H -0.561 -0.083 2.591 0.4 -0.2 0.5 0.3101
O -0.089 -0.544 3.307 -0.5 0.0 -0.3 -0.6530

(4)
20
Properties=species:S:1:pos:R:3:forces:R:3:mulliken_charge:R:1 method="wB97M-V/def2-TZVPD" total_charge=0 multiplicity=1 homo_lumo_gap_ev=9.269 e_homo_ev=-8.92
C 0.815 0.830 -0.349 0.8 -0.5 0.1 -0.3937
C 0.384 0.256 -1.697 -0.2 0.0 0.4 -0.7097
S 0.332 1.504 -3.008 0.1 0.0 -0.3 -0.2290
N 1.271 -0.258 0.523 -0.5 -0.2 0.0 -0.5739
H 0.039 1.412 0.130 -0.3 0.3 -0.1 0.3034
H 1.668 1.484 -0.530 -0.1 0.2 0.0 0.3576
H -0.574 -0.244 -1.623 -0.3 0.0 0.0 0.3656
H 1.092 -0.534 -1.926 0.3 0.1 -0.4 0.3126
H -0.992 1.688 -3.077 0.0 -0.1 0.1 0.1184
H 0.631 -0.435 1.286 0.1 0.0 0.0 0.2347
H 2.184 -0.101 0.913 0.1 0.1 0.1 0.2090
H 1.550 0.721 4.472 -0.3 -0.1 -0.1 0.3200
H 0.074 1.002 4.129 0.2 0.0 0.0 0.3058
O 0.746 0.310 4.123 0.1 0.1 0.1 -0.6272
H 0.228 -2.401 -3.696 0.1 0.0 -0.1 0.3286
H -0.079 -3.891 -3.797 0.2 0.2 -0.1 0.3172
O 0.515 -3.208 -4.137 -0.2 -0.1 0.2 -0.6435
H -3.020 0.867 3.431 0.1 0.3 -0.2 0.3156
H -3.686 0.094 2.353 0.0 0.1 -0.3 0.3179
O -3.176 0.904 2.478 -0.1 -0.4 0.5 -0.6296

(5)
21
Properties=species:S:1:pos:R:3:forces:R:3:mulliken_charge:R:1 method="wB97M-V/def2-TZVPD" total_charge=0 multiplicity=1 homo_lumo_gap_ev=3.259 e_homo_ev=-8.30
N -0.896 0.791 -1.710 0.3 -0.2 1.8 -0.3752
C 0.027 0.606 -0.610 -1.5 1.4 -0.5 0.0211
C 1.156 -0.421 -1.096 1.0 -1.1 -0.6 -0.7291
S 2.365 -0.684 0.124 -0.4 0.3 -0.4 -0.1820
S -3.042 0.668 0.652 0.6 0.5 0.0 -0.4611
H -1.778 0.609 -1.231 -1.0 -0.4 -0.8 0.1479
H -0.916 1.720 -2.115 0.3 0.0 0.1 0.2693
H 0.419 1.572 -0.300 0.6 -0.3 0.1 0.4370
H -0.474 0.113 0.226 0.1 -0.1 -0.1 0.0073
H 0.603 -1.332 -1.340 -0.1 0.1 0.3 0.3511
H 1.546 0.004 -2.024 0.1 0.1 0.2 0.3941
H -4.284 0.715 1.123 -0.3 0.0 0.0 0.1390
H 3.931 2.323 -1.396 0.1 0.3 0.0 0.3005
H 3.017 1.439 -0.605 0.1 0.1 0.3 0.2952
O 3.288 2.366 -0.681 -0.1 -0.2 -0.3 -0.6029
H -2.360 -2.896 0.125 0.0 0.1 0.1 0.2716
H -2.569 -1.353 0.093 -0.3 0.0 0.3 0.2581
O -2.054 -2.079 -0.277 0.5 -0.5 -0.5 -0.5001
H 0.372 -1.171 3.381 0.3 0.2 -0.7 0.2966
H 0.857 -0.945 1.871 0.4 -0.1 0.4 0.2242
O 0.150 -1.263 2.440 -0.8 -0.2 0.5 -0.5627

(6)
20
Properties=species:S:1:pos:R:3:forces:R:3:mulliken_charge:R:1 method="wB97M-V/def2-TZVPD" total_charge=0 multiplicity=1 homo_lumo_gap_ev=10.503 e_homo_ev=-10.18
C -1.413 2.209 0.820 -1.6 1.7 -0.3 -0.7210
C -3.660 2.482 -0.214 4.3 -1.2 -3.3 -0.3159
N -2.354 2.163 -0.378 -3.4 -0.5 2.1 -0.3216
H -0.411 2.424 0.490 0.4 0.1 -0.5 0.2698
H -1.736 3.173 1.374 0.6 -2.0 0.2 0.3210
H -1.324 1.190 1.332 -0.8 1.7 -0.4 0.2361
H -4.241 2.135 -1.145 0.5 1.0 1.7 0.2373
H -4.115 3.176 0.497 0.2 -0.6 0.5 0.2527
H 4.499 -1.533 -1.900 -0.2 -0.2 -0.2 0.3301
H 5.731 -1.395 -1.085 0.1 -0.5 -0.4 0.3177
O 5.364 -1.950 -1.796 0.0 0.7 0.6 -0.6529
H 1.352 0.032 -0.627 2.4 -0.7 0.1 0.3522
H 2.152 0.569 -1.649 1.1 -0.5 0.4 0.3174
O 2.357 0.015 -0.856 -3.4 1.1 -0.6 -0.6583
H 0.721 -5.257 3.726 0.1 0.0 -0.1 0.3214
H -0.738 -5.571 4.027 0.3 0.1 -0.5 0.3220
O -0.138 -5.326 3.300 -0.4 -0.2 0.5 -0.6435
H -0.868 1.246 -1.658 0.1 -1.5 -0.6 0.4210
H -0.870 -0.296 -2.202 0.6 1.6 0.4 0.3128
O -0.311 0.514 -2.055 -0.9 -0.1 0.4 -0.6983

(7)
20
Properties=species:S:1:pos:R:3:forces:R:3:mulliken_charge:R:1 method="wB97M-V/def2-TZVPD" total_charge=-1 multiplicity=1 homo_lumo_gap_ev=9.015 e_homo_ev=-5.16
C 1.864 0.190 -0.420 2.5 -0.1 0.9 -0.4284
O 2.579 -0.933 0.151 -1.4 0.1 0.3 -0.5908
C 1.792 1.364 0.549 -0.6 0.4 -1.3 -0.6660
H 2.421 0.341 -1.332 0.1 0.9 -0.4 0.3389
H 0.901 -0.097 -0.688 -1.9 -0.5 -0.4 0.2960
H 1.082 1.167 1.345 0.0 -0.3 0.2 0.1538
H 2.782 1.620 0.949 -0.3 0.2 -0.3 0.3418
H 1.265 2.163 -0.045 0.9 -0.1 0.7 0.1483
H -3.115 -1.106 -1.030 0.0 0.0 -0.1 0.2751
H -2.077 -0.800 0.089 -0.9 -0.7 -0.7 0.4390
O -2.606 -1.592 -0.376 1.0 1.2 0.9 -0.7339
H -1.429 1.386 -1.119 0.0 2.3 -1.2 0.3373
H -0.894 2.850 -1.752 -0.8 -1.5 0.2 0.2854
O -1.512 2.091 -1.909 0.7 -0.8 1.4 -0.7054
H -0.386 -0.996 1.257 0.4 0.5 0.2 0.2951
H -1.929 0.879 1.344 -0.7 0.4 0.6 0.0512
O -1.341 0.640 0.647 0.7 -1.2 -1.1 -0.8606
H 1.811 -1.351 0.595 0.7 -0.6 0.3 0.4201
H -0.473 -2.385 0.789 1.1 0.3 0.7 0.3666
O 0.143 -1.831 1.340 -1.6 -0.4 -1.0 -0.7633

(8)
25
Properties=species:S:1:pos:R:3:forces:R:3:mulliken_charge:R:1 method="wB97M-V/def2-TZVPD" total_charge=-1 multiplicity=1 homo_lumo_gap_ev=3.484 e_homo_ev=-1.82
Be -0.688 0.544 0.458 -0.7 -2.6 -0.3 -0.2632
F 0.810 0.339 0.290 0.0 1.8 0.7 -0.4302
O -1.457 -1.112 -3.340 -0.2 0.9 1.0 -0.9708
C -0.943 -0.938 -2.048 -1.8 -2.5 -2.8 -0.0449
C -1.961 -1.015 -0.909 -0.4 0.2 -0.3 0.0049
O -1.352 -0.826 0.308 0.7 1.3 2.0 -0.4339
H -0.389 -0.050 -1.933 0.9 2.0 0.3 -0.1110
H -0.186 -1.714 -1.958 0.4 -0.6 1.0 0.1693
H -2.494 -1.970 -0.801 -0.2 0.1 -0.9 0.3097
H -2.687 -0.171 -1.004 -0.4 -0.5 -0.7 -0.0308
O 0.760 -1.706 1.968 0.9 0.7 1.4 -0.6987
H 0.450 -2.392 1.409 -0.7 -0.9 -0.8 0.3388
H 0.816 -0.951 1.370 0.0 -0.2 -0.1 0.3610
O 2.622 -0.637 -1.254 -0.6 0.7 1.7 -0.6858
H 3.262 -0.684 -0.520 0.0 -0.1 -0.7 0.3152
H 1.854 -0.249 -0.714 1.1 -0.9 -1.7 0.4439
O -1.206 1.830 -0.538 1.6 1.8 0.0 -0.3054
H -0.370 2.264 -0.842 -0.7 -0.6 0.2 0.3392
H -1.829 2.045 -1.241 -0.4 -0.9 0.0 0.3678
O 3.092 1.505 1.193 2.8 0.7 1.6 -0.6777
H 2.271 1.196 0.898 -2.1 -1.1 -0.6 0.3544
H 3.397 0.927 1.925 -0.6 0.5 -0.9 0.3175
O -1.134 1.095 2.085 0.0 2.7 0.1 -0.2856
H -1.280 2.052 2.312 0.3 -1.4 -0.5 0.3029
H -1.364 0.622 2.877 0.0 -1.0 0.1 0.3135

(9)
21
Properties=species:S:1:pos:R:3:forces:R:3:mulliken_charge:R:1 method="wB97M-V/def2-TZVPD" total_charge=0 multiplicity=1 homo_lumo_gap_ev=10.161 e_homo_ev=-9.46
C 0.357 1.072 1.688 -0.6 0.6 0.5 -0.7604
C -0.013 1.344 0.253 0.6 -0.8 -0.2 -0.0192
N -1.221 2.130 0.201 -0.3 0.1 -0.2 -0.6829
N 1.669 0.424 1.806 -0.3 0.6 -0.1 -0.5856
H -0.440 0.438 2.087 0.2 -0.3 0.2 0.3156
H 0.270 2.003 2.280 0.3 -0.1 -0.3 0.3812
H -0.098 0.363 -0.243 -0.1 0.1 0.0 0.0636
H 0.797 1.851 -0.281 0.0 0.3 0.2 0.2863
H -1.595 2.020 -0.727 -0.2 0.3 -0.5 0.3112
H -1.930 1.687 0.769 -0.1 -0.1 0.3 0.2278
H 1.962 0.521 2.775 0.2 -0.3 -0.2 0.2328
H 2.290 1.022 1.258 0.2 -0.4 0.2 0.2167
H 1.273 -1.201 0.953 0.3 -0.4 -0.5 0.3873
H 0.617 -2.570 1.055 -0.1 -0.3 0.0 0.3344
O 1.129 -2.044 0.436 -0.1 0.6 0.6 -0.7706
H -1.556 -0.979 -2.485 0.1 0.1 0.0 0.3648
H -1.389 -0.076 -3.689 -0.1 0.0 0.1 0.3025
O -1.905 -0.162 -2.881 0.1 -0.1 0.1 -0.6386
H -0.248 -3.294 -2.138 0.1 -0.1 0.1 0.2905
H 0.269 -2.200 -1.142 -0.2 -0.2 -0.4 0.4317
O -0.238 -2.351 -1.976 0.1 0.4 0.3 -0.6890

(10)
21
Properties=species:S:1:pos:R:3:forces:R:3:mulliken_charge:R:1 method="wB97M-V/def2-TZVPD" total_charge=0 multiplicity=1 homo_lumo_gap_ev=9.594 e_homo_ev=-9.06
N 0.517 -1.766 1.676 -0.1 -0.4 0.0 -0.4928
C -0.219 -1.573 0.443 -0.3 -0.1 -0.2 -0.6298
C -0.403 -0.117 0.014 0.8 -0.1 -0.5 -0.2626
N 0.819 0.494 -0.534 0.5 0.1 0.0 -0.5431
H 0.252 -1.146 2.433 0.2 0.0 -0.3 0.2199
H 1.509 -1.744 1.503 0.1 0.3 0.3 0.1886
H -1.197 -2.073 0.481 0.1 0.2 0.3 0.2809
H 0.315 -2.123 -0.334 0.1 0.1 -0.1 0.3422
H -1.183 -0.075 -0.754 -0.1 0.2 0.4 0.2792
H -0.643 0.466 0.907 -0.6 0.0 -0.1 0.2020
H 1.643 -0.084 -0.458 0.0 -0.2 0.4 0.1763
H 0.796 0.742 -1.509 -0.5 0.1 -0.2 0.2369
H 3.558 -3.341 1.329 0.2 -0.2 0.2 0.3171
H 3.763 -4.815 1.622 0.0 0.0 0.1 0.3220
O 4.111 -3.945 1.845 -0.2 0.2 -0.3 -0.6365
H -2.952 4.178 2.672 -0.6 -0.5 0.2 0.3241
H -4.123 3.191 3.138 0.4 0.2 -0.4 0.3198
O -3.584 3.955 3.375 0.2 0.3 0.2 -0.6440
H -0.822 2.328 -7.191 0.0 0.0 0.0 0.3212
H -1.559 1.838 -5.946 0.0 0.0 0.0 0.3175
O -1.098 2.598 -6.310 0.0 0.0 0.0 -0.6387

(11)
20
Properties=species:S:1:pos:R:3:forces:R:3:mulliken_spin:R:1 method="wB97M-V/def2-TZVPD" total_charge=0 multiplicity=2 homo_lumo_gap_ev="3.175 / 12.101" e_homo_ev="-2.85 / -11.92" s2=0.750
C 0.355 0.240 2.425 1.2 -0.3 -0.3 0.4192
C -0.109 1.054 1.237 -1.0 -0.3 -0.1 0.4040
N 0.950 1.889 0.606 0.0 0.1 -0.1 1.4649
H -0.303 -0.596 2.656 -0.4 0.3 0.1 -0.0033
H 1.268 -0.235 2.081 0.3 -0.4 0.0 -0.2064
H 0.697 0.759 3.318 -0.6 0.4 0.0 -0.1337
H -0.458 0.358 0.475 0.2 0.0 -0.1 0.0259
H -0.970 1.689 1.441 0.2 0.1 0.1 -0.0677
H 1.899 1.523 0.826 0.1 0.1 0.0 -0.3673
H 0.890 2.871 0.949 0.2 0.2 0.0 -0.7787
H 0.869 1.857 -0.456 -0.2 0.0 1.0 -0.0090
H -0.775 -1.765 -2.837 0.1 -0.1 -0.1 -0.0199
H 0.148 -1.896 -4.063 0.0 0.1 0.1 -0.0316
O -0.230 -1.256 -3.450 -0.2 0.0 0.1 0.1516
H 1.496 1.186 -2.366 0.0 -0.1 -0.1 -0.0378
H 0.203 0.321 -2.356 0.3 0.0 -0.1 0.0058
O 0.758 0.903 -1.809 -0.1 0.0 -0.4 0.1822
H -2.305 -2.183 0.393 0.1 -0.3 -0.1 -0.0019
H -2.356 -3.650 0.813 0.1 0.0 -0.1 -0.0020
O -2.029 -3.069 0.116 -0.1 0.3 0.2 0.0057

(12)
20
Properties=species:S:1:pos:R:3:forces:R:3:mulliken_spin:R:1 method="wB97M-V/def2-TZVPD" total_charge=+2 multiplicity=2 homo_lumo_gap_ev="10.827 / 2.616" e_homo_ev="-18.11 / -18.11" s2=0.756
C 2.611 -0.757 1.358 1.4 0.2 -0.1 0.0001
C 1.476 -1.615 1.896 0.7 -0.4 0.9 0.0001
N 0.400 -1.801 0.891 -1.5 -0.1 -2.1 0.0002
H 3.358 -0.558 2.150 -0.8 0.3 0.0 0.0000
H 2.372 0.148 0.808 -0.7 0.5 0.7 0.0003
H 3.288 -1.173 0.620 -0.3 -1.2 -0.3 0.0000
H 1.045 -1.118 2.824 0.5 -1.1 -1.2 0.0000
H 1.840 -2.667 2.017 -0.2 1.2 0.9 0.0000
H 0.349 -2.723 0.465 0.8 -0.6 0.3 0.0001
H -0.592 -1.734 1.157 0.5 0.7 0.6 0.0001
H 0.554 -1.206 0.026 -0.4 0.2 0.8 -0.0001
H -2.115 1.755 -1.346 -0.1 -0.1 -0.3 -0.0097
H -2.016 0.221 -1.717 -0.5 0.2 -0.1 -0.0061
O -1.885 0.878 -1.016 0.0 0.0 0.2 0.2187
H 0.514 -0.568 -2.126 0.5 0.0 0.0 -0.0010
H -0.147 0.555 -1.305 1.2 -0.7 0.5 -0.0056
O 0.569 -0.145 -1.255 -1.1 0.7 -0.8 0.0557
H -4.297 4.179 -2.483 -0.1 -0.4 -0.4 -0.0188
H -3.675 4.520 -1.134 0.3 -0.2 0.4 -0.0194
O -3.648 3.809 -1.829 -0.3 0.7 0.1 0.7855